1.
Entry from OMol25: a single C18H30N2O2 molecule (ωB97M-V with the def2-TZVPD basis set).

Each line ends with the Mulliken charge.
Positions of all 52 atoms, in Å:
C: -4.606572 -1.154948 -1.619131  -1.649
C: -3.968900 -0.562721 -0.370908  0.398
C: -2.578346 -1.149712 -0.111143  -0.549
N: -2.003651 -0.506918 1.054329  0.278
C: -1.909508 0.920523 0.843967  -0.235
H: -1.508509 1.389310 1.745615  0.601
C: -3.317970 1.470613 0.579405  0.237
C: -3.296266 2.969676 0.315050  -1.641
H: -4.304388 3.318266 0.111099  0.406
H: -2.900433 3.498554 1.177600  0.390
H: -2.677480 3.181474 -0.553077  0.362
O: -3.888017 0.838882 -0.546861  -0.432
H: -3.939667 1.250118 1.465240  0.355
H: -1.273328 1.185617 -0.019466  -0.286
C: -0.822915 -1.170317 1.588718  -2.034
C: 0.276247 -1.546348 0.611293  -0.940
N: 0.310682 -2.668740 0.020248  -0.275
O: -0.710238 -3.587457 0.282608  -0.447
H: -0.446929 -4.365851 -0.227347  0.397
C: 1.448805 -0.640371 0.266271  3.424
C: 1.620287 0.530193 1.237835  -1.330
H: 1.787324 0.149533 2.248908  0.519
C: 2.813730 1.390278 0.818246  0.242
C: 2.581812 1.936640 -0.589143  -1.395
C: 2.437886 0.769763 -1.564162  0.335
C: 3.711103 -0.073330 -1.545149  -1.439
C: 3.935361 -0.612379 -0.133812  0.487
C: 4.090189 0.553407 0.839731  -1.513
H: 4.945387 1.170140 0.554026  0.512
H: 4.271621 0.175735 1.848693  0.491
C: 2.743332 -1.471806 0.281011  -1.766
H: 2.902731 -1.872264 1.284740  0.436
H: 2.631815 -2.314063 -0.401153  0.473
H: 4.842755 -1.226643 -0.117099  0.229
H: 3.617669 -0.902865 -2.249187  0.509
H: 4.564983 0.534737 -1.852753  0.500
C: 1.246561 -0.094135 -1.157089  -1.384
H: 1.137213 -0.934787 -1.844814  0.608
H: 0.330176 0.499094 -1.203639  0.221
H: 2.269958 1.156799 -2.575897  0.280
H: 1.678551 2.551553 -0.606099  0.439
H: 3.421732 2.568906 -0.885860  0.544
H: 2.912550 2.225676 1.521475  0.298
H: 0.726721 1.153691 1.248128  0.162
H: -0.427093 -0.547347 2.391353  0.500
H: -1.177479 -2.112936 2.024029  0.598
H: -2.662187 -2.218406 0.085893  0.506
H: -1.956182 -1.001768 -1.011881  0.093
H: -4.597812 -0.771613 0.512417  0.303
H: -5.579816 -0.701607 -1.783671  0.407
H: -4.723223 -2.228787 -1.505075  0.393
H: -3.980262 -0.951044 -2.483501  0.383

Atoms 1-2, force components in eV/Å:
C 0.2 0.3 0.4
C 0.1 -0.5 -0.1

Computed properties:
Relative energy (zero: lowest compared OMol25 entry of this formula, charge and spin) = 47.6 kcal per mole

***

2.
Entry from OMol25: a molecular structure, C18H31BBaBr2N4O6S (ωB97M-V with the def2-TZVPD basis set).

Each line ends with the Mulliken charge.
Positions of all 64 atoms, in Å:
C: -2.474918 1.591264 0.471587  0.252
C: -1.683046 2.361230 0.017967  -1.126
N: -0.770643 3.233847 -0.449836  -0.210
C: 0.503504 2.763446 -0.961694  2.131
C: 1.550966 2.521264 0.129736  -1.777
C: 1.107943 1.605101 1.236455  0.999
N: 0.844705 1.933316 2.430710  -0.502
N: 0.958832 3.854036 -1.877066  -0.778
C: 2.127030 4.153847 -2.032369  0.482
S: 3.606830 4.584231 -2.228972  -0.356
C: 0.424901 1.580962 -1.941628  -2.377
O: 0.107848 0.351409 -1.254020  0.479
C: 0.397011 -0.822246 -1.912454  0.886
O: 1.524894 -0.682873 -2.720486  -0.613
C: 0.650601 -1.843788 -0.781099  -1.354
O: 1.577105 -1.252145 0.142897  -0.300
C: 2.295838 -2.167997 0.900148  -0.677
C: 2.890318 -1.400761 2.075720  -0.766
O: 1.936241 -0.499673 2.638955  -0.319
C: 1.006294 -0.978869 3.525270  -0.546
C: -0.457321 -0.907752 3.038479  0.502
O: -1.247049 -0.449447 4.103590  -0.505
C: -2.025264 0.751742 3.855773  0.222
C: -3.405934 0.411756 3.327128  -1.286
C: -0.776894 -1.330883 -2.809528  -0.568
Br: -2.502975 -1.024863 -2.004756  -0.049
C: -0.615138 -2.783272 -3.290615  -0.013
C: -1.326593 -3.875937 -2.492882  -1.299
Br: -1.330179 -2.852244 -5.123204  -0.077
B: -0.529356 1.917082 -3.212947  0.702
N: 0.082686 1.973241 -4.538269  -0.497
O: -1.862542 2.172703 -3.037025  -0.688
H: -3.249054 0.892373 0.704272  0.755
H: -0.676928 4.064541 0.119149  0.453
H: 1.849539 3.455946 0.608323  0.693
H: 2.430197 2.047426 -0.309134  0.405
H: 1.029843 0.564818 0.953193  -0.439
H: 0.951924 2.941163 2.556181  0.259
H: 1.436721 1.540554 -2.337943  0.405
H: 1.680150 -1.474387 -3.241833  0.550
H: 1.098304 -2.758146 -1.163993  0.582
H: -0.274982 -2.018623 -0.232757  0.177
H: 1.646770 -2.984904 1.261838  0.371
H: 3.120554 -2.628075 0.344460  0.409
H: 3.275642 -2.092279 2.834804  0.342
H: 3.709083 -0.787201 1.715095  0.386
H: 1.180637 -2.053135 3.772168  -0.863
H: 1.039578 -0.333962 4.429541  1.151
H: -0.794375 -1.933907 2.803107  0.693
H: -0.524499 -0.352389 2.106009  -0.388
H: -1.480752 1.425152 3.200955  -0.004
H: -2.118093 1.248019 4.817256  0.358
H: -3.841201 1.291970 2.862771  0.348
H: -4.057301 0.129882 4.150006  0.380
H: -3.361434 -0.404273 2.611045  0.327
H: -0.748627 -0.703865 -3.695917  0.669
H: 0.427526 -3.053916 -3.415486  0.433
H: -1.382379 -3.632026 -1.435349  0.268
H: -0.726367 -4.783287 -2.561501  0.383
H: -2.304978 -4.101451 -2.892032  0.470
H: -0.493150 1.500731 -5.224203  0.194
H: 0.192413 2.936659 -4.837369  0.220
H: -2.367000 1.496640 -2.568036  0.229
Ba: 0.786314 -3.072773 5.516298  1.813

Atoms 1-2, force components in eV/Å:
C -0.8 -0.9 0.1
C 0.9 0.6 -0.2

Computed properties:
Charge = +2

***

3.
Entry from OMol25: a molecular structure, C18H31BrIN3O3 (ωB97M-V with the def2-TZVPD basis set).

Each line ends with the Mulliken charge.
Positions of all 57 atoms, in Å:
C: 4.810967 -1.277791 -2.248006  -0.559
O: 4.328869 -0.453889 -3.367293  -0.349
C: 4.183885 0.963149 -2.999896  -0.395
C: 2.687453 1.322607 -2.353400  -0.085
Br: 2.007215 3.023731 -3.185690  -0.184
O: 1.691553 0.273042 -2.630683  -0.262
C: 0.659348 0.282815 -1.549590  -0.391
C: -0.675406 -0.602959 -1.900336  -0.145
C: -1.679030 0.062552 -3.013194  0.126
O: -1.961912 1.365661 -3.149972  -0.451
I: -2.725997 -1.306929 -4.429760  -0.014
H: 5.287122 -0.640335 -1.358868  0.261
H: 3.947203 -1.927205 -1.741454  0.188
H: 5.674158 -2.022747 -2.597769  0.235
H: 5.008755 1.379500 -2.281735  0.328
H: 4.236177 1.607818 -4.002504  0.279
H: 2.866227 1.548178 -1.218554  0.379
H: 1.183548 -0.262288 -0.625950  0.228
H: 0.416516 1.396706 -1.203733  0.291
H: -1.299072 -0.707844 -0.890695  0.079
H: -0.354942 -1.695920 -2.191198  0.430
C: -2.458366 -2.358161 2.843389  -0.864
C: -3.843505 -2.725538 2.320763  -0.572
C: -3.799536 -3.761398 1.195672  -0.394
C: -3.010316 -3.209103 0.019868  0.265
N: -2.355477 -2.750909 -0.955520  -0.502
H: -1.842668 -1.894832 2.065951  0.288
H: -2.540409 -1.638296 3.663942  0.219
H: -1.932563 -3.244032 3.217821  0.321
H: -4.342711 -1.814543 1.968503  0.326
H: -4.442243 -3.121259 3.148607  0.345
H: -4.815861 -4.000899 0.865610  0.305
H: -3.328308 -4.687155 1.543193  0.282
C: 1.404857 -3.857849 6.212237  -1.071
C: 2.160990 -3.940761 4.890078  -0.439
C: 1.996069 -2.685842 4.030575  -0.444
C: 0.527731 -2.483636 3.693663  0.386
N: -0.690437 -2.315871 3.414274  -0.521
H: 0.325001 -3.770860 6.055680  0.312
H: 1.574763 -4.762573 6.804563  0.317
H: 1.738664 -2.996216 6.801811  0.292
H: 1.810663 -4.820093 4.335775  0.284
H: 3.225546 -4.094604 5.098555  0.317
H: 2.567027 -2.788925 3.101811  0.263
H: 2.368788 -1.803634 4.562218  0.283
C: -1.566491 4.714688 -2.793445  -0.944
C: -1.621509 6.077495 -3.476412  -0.472
C: -1.427388 7.240145 -2.501051  -0.386
C: -2.528436 7.220634 -1.453326  0.242
N: -3.441835 7.204342 -0.584089  -0.478
H: -2.370946 4.596960 -2.060534  0.396
H: -1.680928 3.914699 -3.531799  0.293
H: -0.608509 4.571226 -2.280488  0.175
H: -2.586128 6.178699 -3.988734  0.310
H: -0.842312 6.121331 -4.245397  0.310
H: -1.461322 8.192610 -3.040383  0.299
H: -0.454533 7.166305 -2.003101  0.268

Atoms 1-2, force components in eV/Å:
C 0.5 -0.8 1.4
O 0.8 1.3 2.4

***

Number 1: E_tot -26227.5376 eV, highest occupied orbital energy -8.36 eV. Number 2: E_tot -189684.6819 eV, highest occupied orbital energy -12.55 eV. Number 3: E_tot -107914.0334 eV, highest occupied orbital energy -9.17 eV.